[1]
Here is a structure of composition C52H85BGe2N11Y at a distorted geometry from the OMol25 dataset. Energies are from the ωB97M-V functional and the def2-TZVPD basis.

The geometry in ORCA input format:
```
! wB97M-V def2-TZVPD RIJCOSX def2/J DEFGRID3
* xyz 2 1
Y -0.251 -0.125 0.171
C -5.610 -0.571 1.856
C -4.653 -0.499 0.714
C -4.938 -0.693 -0.614
C -3.743 -0.526 -1.305
N -2.737 -0.258 -0.431
N -3.338 -0.230 0.814
B -2.641 -0.053 2.173
N -1.922 1.315 2.336
N -0.799 1.764 1.652
C -0.464 2.951 2.233
C -1.335 3.212 3.283
C -2.242 2.180 3.317
C -3.409 2.049 4.237
C 0.587 3.994 1.844
C -0.149 5.311 1.525
C 1.486 3.630 0.664
C 1.480 4.282 3.067
N -1.774 -1.286 2.533
N -0.854 -1.862 1.681
C -0.521 -3.047 2.224
C -1.204 -3.218 3.425
C -1.984 -2.097 3.592
C -2.878 -1.783 4.743
C 0.406 -4.090 1.634
C 1.428 -4.539 2.691
C 1.136 -3.616 0.379
C -0.461 -5.315 1.285
C -3.706 -0.622 -2.830
C -2.399 -0.104 -3.433
C -3.967 -2.082 -3.243
C -4.861 0.214 -3.413
H -6.607 -0.760 1.465
H -5.638 0.358 2.425
H -5.360 -1.381 2.542
H -5.904 -0.918 -1.028
H -3.503 -0.028 2.975
H -1.328 4.072 3.931
H -3.439 2.917 4.892
H -3.347 1.156 4.856
H -4.347 2.010 3.683
H -0.860 5.213 0.706
H 0.581 6.071 1.244
H -0.698 5.679 2.390
H 1.714 4.517 0.076
H 1.045 2.883 -0.015
H 2.444 3.236 0.985
H 0.906 4.704 3.890
H 2.248 5.007 2.790
H 1.995 3.390 3.418
H -1.149 -4.059 4.094
H -2.987 -2.671 5.362
H -3.868 -1.460 4.430
H -2.445 -0.997 5.365
H 2.169 -3.769 2.906
H 1.965 -5.411 2.316
H 0.953 -4.821 3.630
H 1.378 -2.552 0.408
H 0.560 -3.802 -0.520
H 2.078 -4.156 0.265
H -0.803 -5.821 2.189
H 0.113 -6.028 0.691
H -1.345 -5.024 0.716
H -1.730 -0.900 -3.760
H -1.852 0.534 -2.735
H -2.587 0.498 -4.323
H -3.253 -2.778 -2.807
H -3.899 -2.172 -4.329
H -4.968 -2.394 -2.943
H -4.700 1.287 -3.294
H -5.822 -0.031 -2.969
H -4.930 0.010 -4.483
C 4.227 1.656 -2.796
C 3.142 1.622 -1.723
Ge 1.756 0.203 -1.948
C 2.772 -1.463 -2.290
C 3.277 -1.619 -3.725
C 0.912 0.852 -3.607
C 0.100 1.897 -3.651
Ge -0.394 3.148 -2.247
C 0.623 4.798 -2.490
C -0.031 5.796 -3.458
C -2.084 3.666 -1.424
C -3.297 2.776 -1.225
C -0.402 2.651 -4.828
C 0.462 3.007 -5.868
C -0.007 3.753 -6.933
C -1.334 4.176 -6.963
C -2.196 3.844 -5.931
C -1.732 3.080 -4.867
H 4.879 2.524 -2.684
H 3.800 1.698 -3.802
H 4.862 0.771 -2.748
H 2.614 2.581 -1.700
H 3.610 1.516 -0.740
H 2.175 -2.334 -2.011
H 3.616 -1.434 -1.595
H 2.452 -1.699 -4.435
H 3.879 -2.523 -3.836
H 3.893 -0.778 -4.041
H 1.170 0.421 -4.577
H 0.718 5.284 -1.517
H 1.627 4.530 -2.825
H 0.589 6.692 -3.512
H -1.016 6.114 -3.114
H -0.132 5.401 -4.469
H -2.293 4.503 -2.104
H -1.788 4.121 -0.480
H -3.481 2.116 -2.070
H -4.182 3.399 -1.095
H -3.189 2.155 -0.337
H 1.500 2.699 -5.824
H 0.661 4.018 -7.742
H -1.693 4.766 -7.796
H -3.228 4.165 -5.962
H -2.424 2.785 -4.082
C 3.204 -1.198 1.620
N 1.956 -0.432 1.955
C 2.386 0.982 2.030
N 3.447 1.247 2.981
C 4.611 0.440 2.605
N 4.272 -0.980 2.574
C 3.800 -1.372 3.905
N 2.620 -0.599 4.308
C 1.559 -0.823 3.342
C 2.983 0.816 4.306
H 3.531 -0.890 0.623
H 2.975 -2.259 1.601
H 1.523 1.576 2.305
H 2.726 1.253 1.033
H 5.413 0.604 3.325
H 4.959 0.751 1.617
H 4.599 -1.205 4.628
H 3.554 -2.435 3.904
H 0.680 -0.236 3.624
H 1.293 -1.876 3.351
H 3.776 0.986 5.035
H 2.110 1.407 4.593
N -0.986 -2.216 -1.418
C -0.595 -3.209 -2.387
C -0.979 -4.535 -2.239
C -0.606 -5.475 -3.188
C 0.130 -5.097 -4.300
C 0.487 -3.766 -4.460
C 0.130 -2.825 -3.505
H -1.645 -2.594 -0.746
H -1.498 -1.507 -1.927
H -1.585 -4.835 -1.392
H -0.907 -6.507 -3.062
H 0.415 -5.831 -5.041
H 1.052 -3.458 -5.330
H 0.420 -1.789 -3.626
*
```

E_HOMO = -12.6411 eV
LUMO = -0.2346 Ha
frontier orbital gap = 0.230 Eh

Here are the Mulliken charges for atoms 1 to 8, given in e:
1 Y -0.77
2 C -1.35
3 C 0.41
4 C -1.32
5 C -1.10
6 N 2.44
7 N 0.04
8 B -3.27

---

[2]
Here is a cluster of 11 separate species, C52H88O26P2 in total at a distorted geometry from the OMol25 dataset. Energies are from the ωB97M-V functional and the def2-TZVPD basis.

The geometry in ORCA input format:
```
! wB97M-V def2-TZVPD RIJCOSX def2/J DEFGRID3
* xyz 1 2
C 4.662 3.177 -1.108
C 6.018 2.934 -0.986
C 6.940 3.861 -1.214
C 6.529 5.135 -1.545
C 5.153 5.486 -1.710
C 4.228 4.443 -1.458
O 2.905 4.765 -1.633
O 8.284 3.631 -1.089
H 3.907 2.438 -0.882
H 6.365 1.934 -0.772
H 7.292 5.870 -1.757
H 4.886 6.501 -1.967
H 2.797 5.717 -1.691
H 8.533 3.812 -0.180
C -0.736 -5.519 -5.765
C -1.072 -4.272 -5.274
C -1.952 -3.402 -5.917
C -2.460 -3.825 -7.154
C -2.139 -5.053 -7.694
C -1.219 -5.836 -7.019
O -0.984 -7.054 -7.510
O -2.365 -2.248 -5.347
H -0.086 -6.189 -5.221
H -0.630 -3.972 -4.336
H -3.179 -3.214 -7.680
H -2.688 -5.466 -8.527
H -1.117 -7.083 -8.461
H -2.468 -2.269 -4.392
C -3.544 -6.251 -1.775
C -2.998 -5.156 -2.509
C -2.457 -4.073 -1.824
C -2.578 -4.028 -0.432
C -3.137 -5.061 0.302
C -3.587 -6.180 -0.357
O -4.152 -7.169 0.325
O -1.936 -3.018 -2.473
H -3.982 -7.111 -2.260
H -2.953 -5.055 -3.583
H -2.206 -3.216 0.176
H -3.259 -4.973 1.372
H -4.577 -7.867 -0.177
H -1.443 -2.396 -1.933
C -3.241 -1.134 3.192
C -2.644 0.157 3.165
C -1.382 0.355 3.682
C -0.621 -0.728 4.183
C -1.187 -1.979 4.169
C -2.457 -2.207 3.675
O -2.871 -3.526 3.599
O -0.683 1.515 3.452
H -4.224 -1.328 2.790
H -3.286 0.862 2.658
H 0.428 -0.697 4.441
H -0.543 -2.729 4.602
H -2.412 -4.007 4.291
H -1.101 2.227 2.963
C 0.718 2.421 -5.018
C -0.555 2.533 -4.451
C -1.684 2.130 -5.192
C -1.460 1.539 -6.421
C -0.235 1.599 -7.074
C 0.850 2.129 -6.389
O 2.116 2.140 -6.883
O -2.925 2.301 -4.593
H 1.583 2.571 -4.389
H -0.707 2.929 -3.457
H -2.378 1.242 -6.907
H -0.180 1.426 -8.139
H 2.147 2.068 -7.840
H -3.562 1.765 -5.070
C 2.788 -5.298 6.235
O 3.376 -4.190 5.622
P 3.338 -4.063 3.957
O 1.974 -3.946 3.367
O 4.414 -2.857 3.623
C 3.998 -1.544 3.921
O 4.103 -5.445 3.547
C 4.593 -5.491 2.189
H 1.712 -5.344 6.068
H 2.874 -5.066 7.297
H 3.295 -6.183 5.852
H 3.247 -1.609 4.709
H 3.852 -0.900 3.053
H 4.861 -1.066 4.384
H 3.889 -6.055 1.576
H 5.655 -5.739 2.189
H 4.495 -4.570 1.615
C 0.807 3.380 5.449
O 1.564 4.493 5.876
P 1.900 4.489 7.457
O 0.798 4.456 8.476
O 2.898 3.175 7.495
C 2.580 2.058 8.286
O 3.011 5.709 7.607
C 2.531 7.003 7.875
H 1.348 2.916 4.624
H -0.177 3.694 5.102
H 0.552 2.624 6.191
H 1.521 1.953 8.520
H 3.078 2.152 9.251
H 2.962 1.126 7.870
H 1.694 6.975 8.573
H 2.133 7.563 7.029
H 3.258 7.701 8.291
C 1.629 1.500 1.252
O 2.022 0.304 0.547
C 1.329 -0.876 0.803
C -0.204 -0.745 0.432
O -0.521 -1.256 -0.878
C -0.456 -0.202 -1.861
H 1.420 1.231 2.287
H 0.814 2.029 0.757
H 2.472 2.189 1.214
H 1.373 -1.222 1.836
H 1.713 -1.808 0.387
H -0.529 0.279 0.614
H -0.836 -1.257 1.158
H -0.547 -0.794 -2.771
H 0.511 0.245 -2.090
H -1.302 0.487 -1.874
C -6.788 3.167 1.030
O -6.297 2.920 -0.229
C -5.686 1.616 -0.403
C -6.045 1.167 -1.856
O -5.643 -0.189 -1.959
C -4.291 -0.448 -2.372
H -7.618 2.460 1.067
H -7.146 4.175 1.235
H -6.037 2.869 1.761
H -6.045 0.780 0.198
H -4.601 1.687 -0.322
H -5.599 1.868 -2.562
H -7.116 1.177 -2.061
H -4.155 -0.018 -3.364
H -4.149 -1.520 -2.231
H -3.572 -0.181 -1.598
C 1.346 -3.887 -2.373
O 2.608 -3.632 -2.945
C 2.829 -2.220 -3.049
C 1.858 -1.527 -4.136
O 2.172 -1.991 -5.455
C 1.174 -1.632 -6.480
H 1.474 -4.015 -1.298
H 0.913 -4.759 -2.863
H 0.580 -3.117 -2.280
H 3.846 -2.066 -3.410
H 2.710 -1.835 -2.036
H 1.957 -0.446 -4.225
H 0.803 -1.722 -3.941
H 1.215 -2.348 -7.301
H 1.402 -0.650 -6.896
H 0.093 -1.670 -6.351
C 1.226 5.284 2.293
O 0.113 4.401 2.066
C -1.001 5.157 1.692
C -2.235 4.130 1.447
O -2.605 3.431 2.639
C -3.121 4.156 3.704
H 0.935 6.144 2.896
H 1.773 5.489 1.373
H 2.020 4.720 2.783
H -0.809 5.735 0.788
H -1.351 5.751 2.536
H -2.042 3.412 0.650
H -3.103 4.694 1.104
H -4.003 4.742 3.444
H -2.403 4.767 4.251
H -3.491 3.448 4.445
*
```

E_HOMO (spin up / spin down) = -9.7793 / -9.7793 eV
LUMO (spin up / spin down) = -0.1145 / -0.2490 Ha
frontier orbital gap (spin up / spin down) = 0.245 / 0.110 Eh

Here are the Mulliken charges for atoms 1 to 8, given in e:
1 C -0.58
2 C -0.27
3 C -0.27
4 C -0.27
5 C -0.76
6 C 0.69
7 O -0.41
8 O -0.55

---

[3]
Here is a cluster of 13 separate species, C52H90O20 in total at a distorted geometry from the OMol25 dataset. Energies are from the ωB97M-V functional and the def2-TZVPD basis.

The geometry in ORCA input format:
```
! wB97M-V def2-TZVPD RIJCOSX def2/J DEFGRID3
* xyz 0 1
C 0.172 -4.096 -2.919
C -0.361 -5.538 -3.101
C -0.983 -5.452 -4.501
O -1.271 -4.095 -4.751
C -0.217 -3.328 -4.169
H 1.263 -4.280 -2.910
H 0.027 -3.568 -1.982
H -1.107 -5.695 -2.319
H 0.430 -6.275 -3.036
H -1.919 -6.003 -4.589
H -0.327 -5.856 -5.282
H -0.700 -2.411 -3.826
H 0.608 -3.150 -4.861
C 1.133 -3.209 5.769
C -0.222 -3.105 5.029
C -0.182 -1.693 4.454
O 1.196 -1.454 4.172
C 1.916 -1.975 5.276
H 1.655 -4.104 5.431
H 0.983 -3.226 6.844
H -1.097 -3.291 5.647
H -0.240 -3.834 4.222
H -0.527 -0.914 5.147
H -0.777 -1.581 3.545
H 2.029 -1.250 6.100
H 2.913 -2.179 4.885
C -0.852 0.708 -0.284
C -0.304 -0.328 0.708
C 0.837 -0.932 -0.124
O 0.427 -0.857 -1.474
C -0.792 -0.120 -1.562
H -0.268 1.626 -0.307
H -1.902 0.960 -0.094
H -1.052 -1.084 0.957
H 0.087 0.160 1.604
H 1.118 -1.948 0.154
H 1.698 -0.277 0.024
H -1.693 -0.755 -1.573
H -0.787 0.457 -2.493
C 2.927 -1.290 -3.511
C 4.366 -1.061 -3.986
C 4.407 0.442 -4.291
O 3.037 0.836 -4.403
C 2.223 -0.306 -4.456
H 2.831 -0.912 -2.492
H 2.575 -2.315 -3.552
H 4.557 -1.667 -4.875
H 5.146 -1.331 -3.267
H 4.980 0.626 -5.203
H 4.818 1.022 -3.463
H 2.101 -0.667 -5.484
H 1.258 0.004 -4.058
C 2.013 2.331 5.035
C 1.100 2.884 6.134
C -0.277 2.629 5.540
O -0.110 2.777 4.110
C 1.302 2.800 3.780
H 2.141 1.249 5.105
H 3.012 2.754 5.165
H 1.284 3.947 6.296
H 1.263 2.358 7.076
H -1.060 3.301 5.887
H -0.566 1.584 5.702
H 1.547 3.845 3.552
H 1.510 2.173 2.916
C 0.871 -5.184 0.383
C 1.191 -6.673 0.318
C 2.280 -6.831 1.403
O 2.348 -5.630 2.135
C 1.181 -4.865 1.835
H -0.113 -4.896 0.029
H 1.642 -4.679 -0.220
H 1.472 -7.115 -0.632
H 0.278 -7.191 0.649
H 3.235 -7.129 0.950
H 2.073 -7.664 2.092
H 1.398 -3.812 2.021
H 0.379 -5.166 2.526
O 5.097 2.729 -0.694
C 4.071 2.950 -1.261
O 3.960 3.721 -2.350
C 2.576 3.942 -2.669
C 1.800 2.771 -2.054
C 2.711 2.391 -0.872
H 2.439 4.056 -3.740
H 2.218 4.867 -2.204
H 1.777 1.917 -2.722
H 0.814 3.151 -1.789
H 2.820 1.311 -0.793
H 2.411 2.801 0.092
O -2.378 -4.344 2.612
C -2.936 -3.934 1.668
O -2.538 -4.229 0.426
C -3.264 -3.500 -0.574
C -4.037 -2.416 0.183
C -4.040 -2.916 1.626
H -3.899 -4.204 -1.106
H -2.580 -3.013 -1.263
H -5.033 -2.161 -0.180
H -3.546 -1.436 0.138
H -4.978 -3.375 1.947
H -3.809 -2.150 2.362
O -1.248 5.318 -1.993
C -1.370 5.548 -0.829
O -1.222 6.774 -0.293
C -1.520 6.729 1.159
C -1.215 5.289 1.528
C -1.702 4.557 0.270
H -2.577 6.994 1.242
H -0.896 7.470 1.649
H -1.746 5.013 2.442
H -0.159 5.137 1.744
H -2.763 4.301 0.268
H -1.192 3.618 0.067
O -2.785 0.057 5.506
C -3.122 0.782 4.633
O -3.460 2.065 4.863
C -3.452 2.828 3.672
C -2.964 1.909 2.557
C -3.125 0.493 3.152
H -2.816 3.700 3.798
H -4.466 3.183 3.481
H -1.915 2.018 2.271
H -3.492 2.045 1.608
H -2.248 -0.105 2.915
H -4.017 -0.001 2.772
O 4.453 2.780 2.682
C 4.600 1.681 2.285
O 3.558 0.921 1.875
C 4.014 -0.366 1.414
C 5.532 -0.260 1.243
C 5.894 0.896 2.180
H 3.556 -0.564 0.452
H 3.796 -1.157 2.136
H 5.842 0.006 0.231
H 6.067 -1.181 1.476
H 6.642 1.578 1.790
H 6.171 0.602 3.194
O -4.299 -1.197 -2.943
C -4.588 -0.041 -2.781
O -3.765 0.805 -2.100
C -4.232 2.156 -2.140
C -5.338 2.178 -3.186
C -5.787 0.710 -3.299
H -3.387 2.786 -2.418
H -4.546 2.486 -1.149
H -5.038 2.633 -4.132
H -6.163 2.832 -2.884
H -5.983 0.407 -4.323
H -6.681 0.532 -2.707
O 1.397 3.979 -5.834
C 0.271 3.645 -5.622
O -0.795 4.456 -5.824
C -2.022 3.798 -5.520
C -1.629 2.609 -4.622
C -0.222 2.287 -5.130
H -2.460 3.423 -6.453
H -2.724 4.464 -5.031
H -2.317 1.767 -4.700
H -1.587 2.983 -3.597
H -0.311 1.661 -6.023
H 0.365 1.828 -4.354
*
```

E_HOMO = -9.3455 eV
LUMO = -0.0029 Ha
frontier orbital gap = 0.341 Eh

Here are the Mulliken charges for atoms 1 to 8, given in e:
1 C 0.72
2 C -0.24
3 C -0.63
4 O -0.48
5 C 0.24
6 H 0.35
7 H -0.75
8 H 0.06

---

Question: What is the formula in the third record?
Answer: C52H90O20